No. 1
57
Properties=species:S:1:pos:R:3 method="wB97M-V/def2-TZVPD" orbital_gap_ev="8.57 / 2.60" multiplicity=2 de_lowest_kcal_mol=47.71 e_homo_ev="-9.3 / -9.3" charge=0 lumo_ha="-0.0259 / -0.2452"
F 0.21739 0.09433 0.24240
C -0.21303 0.63549 3.77418
O -0.44446 0.39502 4.94173
N -1.08124 1.13048 2.97125
N 0.78132 0.12462 3.04795
H -0.75735 1.11784 2.01467
H -1.79217 1.76470 3.30658
H 1.60054 -0.30041 3.45823
H 0.78108 0.44395 2.08977
C -4.03549 1.70136 0.91265
O -3.79528 2.85024 1.11327
N -3.25295 0.68222 0.72124
N -5.20205 1.29017 0.64497
H -3.70689 -0.14384 0.35837
H -2.26371 0.86741 0.63647
H -5.87971 2.01919 0.81645
H -5.43378 0.32079 0.48153
C 4.32577 0.85299 0.51763
O 4.74953 1.74821 1.28545
N 5.26252 0.25291 -0.15961
N 3.21041 0.29958 0.26373
H 6.16692 0.67788 -0.01281
H 4.96559 -0.07946 -1.06596
H 2.28679 0.32081 0.67187
H 3.25101 -0.29466 -0.55194
C -0.30073 3.78182 -0.17222
O -0.60041 4.91302 -0.59221
N 0.88222 3.50286 0.22835
N -0.96834 2.63565 -0.23256
H 1.12326 2.52641 0.32078
H 1.60936 4.20292 0.26429
H -0.39446 1.80888 -0.14774
H -1.91232 2.75046 -0.57290
C 0.40333 -0.13481 -3.36188
O 0.31092 -0.07814 -4.55436
N 1.53384 -0.46315 -2.81471
N -0.48112 0.16757 -2.40049
H 2.30903 -0.09544 -3.34759
H 1.55423 -0.26106 -1.82534
H -0.09249 0.08193 -1.47219
H -1.48212 0.15258 -2.53430
C -2.31211 -2.85965 -1.13488
O -3.23225 -3.69687 -1.28716
N -2.04321 -1.99536 -0.23096
N -1.46643 -2.78292 -2.07166
H -1.10398 -1.63149 -0.15650
H -2.60150 -2.03077 0.60997
H -1.56296 -3.31609 -2.92401
H -0.83963 -1.99409 -2.14217
C 1.42007 -3.44191 -0.38511
O 0.94222 -4.30555 -1.09704
N 1.99820 -2.30735 -0.67786
N 1.34112 -3.41702 0.93494
H 1.68038 -1.67729 0.04471
H 1.96604 -2.06179 -1.65703
H 1.76088 -2.64959 1.43986
H 0.81822 -4.09558 1.46996



No. 2
56
Properties=species:S:1:pos:R:3 method="wB97M-V/def2-TZVPD" orbital_gap_ev=9.31 de_lowest_kcal_mol=17.34 e_homo_ev=-8.9 charge=0 lumo_ha=0.0153
N 3.24334 -18.69545 -17.85116
C 3.61085 -19.63132 -16.93969
N 2.54651 -20.41054 -16.53677
O 4.70505 -19.82233 -16.41578
H 2.32156 -18.68181 -18.24372
H 3.86005 -17.96822 -18.20497
H 1.61979 -20.02179 -16.48588
H 2.72549 -21.06475 -15.79524
N 8.11065 -24.22994 -18.89885
C 8.31125 -25.26997 -19.75883
N 8.28514 -26.48863 -19.15638
O 8.43940 -25.14090 -20.97479
H 8.18481 -23.25201 -19.09535
H 7.93623 -24.47443 -17.94067
H 8.24962 -26.57266 -18.15722
H 8.34744 -27.34162 -19.67686
N 13.35253 -19.84998 -19.26455
C 12.36266 -19.27430 -18.49967
N 11.15451 -19.87652 -18.58367
O 12.55543 -18.28660 -17.79993
H 13.13966 -20.77365 -19.59954
H 14.25094 -19.44231 -19.41762
H 10.44042 -19.58183 -17.94186
H 10.94018 -20.69875 -19.12535
N 11.04837 -24.03888 -21.36399
C 11.11936 -22.69273 -21.69896
N 11.60084 -22.52410 -22.97691
O 10.97465 -21.78916 -20.88763
H 10.83113 -24.25165 -20.40444
H 10.42578 -24.49657 -22.02085
H 11.56637 -21.61555 -23.39834
H 11.73334 -23.38405 -23.47543
N 4.97765 -21.31384 -21.01517
C 5.01244 -20.14310 -21.74144
N 3.84399 -19.81140 -22.32810
O 6.10876 -19.62664 -21.97813
H 5.81207 -21.48954 -20.48191
H 4.64373 -22.03887 -21.63349
H 3.84752 -19.01861 -22.94380
H 3.02779 -20.37605 -22.19174
N 6.38827 -16.54328 -20.76014
C 6.13427 -16.19201 -19.45357
N 6.96966 -15.22816 -18.96558
O 5.38787 -16.82655 -18.71699
H 5.73583 -17.21675 -21.13130
H 7.13649 -16.13590 -21.28460
H 7.49292 -14.70164 -19.64197
H 6.92689 -14.88938 -18.02422
N 8.13158 -20.86322 -19.93475
C 7.43083 -20.81403 -18.75771
N 6.63320 -19.72450 -18.69704
O 7.45826 -21.64030 -17.84483
H 8.73352 -21.64530 -20.12420
H 7.82157 -20.25693 -20.68100
H 5.96868 -19.73717 -17.93266
H 6.72796 -18.99619 -19.37264



No. 3
56
Properties=species:S:1:pos:R:3 method="wB97M-V/def2-TZVPD" orbital_gap_ev=9.60 de_lowest_kcal_mol=38.24 e_homo_ev=-9.3 charge=0 lumo_ha=0.0123
N -1.36726 -2.84783 0.85346
C -2.36186 -3.61530 0.21235
N -1.84090 -4.92944 -0.06623
O -3.40795 -3.27575 -0.13015
H -1.61044 -1.88678 0.73775
H -0.40048 -3.05343 0.62704
H -2.55600 -5.55497 -0.35587
H -1.23148 -5.31607 0.65983
N 0.61815 -0.87196 -2.76882
C -0.66071 -1.50161 -2.96172
N -0.74815 -2.78844 -2.41612
O -1.59296 -0.79780 -3.42359
H 1.25500 -1.42437 -2.23871
H 0.81738 0.03900 -3.12112
H -1.63693 -3.21644 -2.35187
H 0.09544 -3.34159 -2.44093
N 3.26348 -0.46804 2.20983
C 3.65502 0.66159 2.96199
N 3.27877 1.87674 2.31346
O 4.33522 0.60565 3.98490
H 3.39002 -1.40998 2.52331
H 2.72477 -0.35117 1.32970
H 3.62184 2.72045 2.73474
H 3.31698 1.98310 1.30101
N -1.67684 1.87404 -3.22855
C -0.39947 2.64511 -3.09233
N -0.39949 4.10540 -3.20799
O 0.66082 2.10453 -2.75314
H -1.56041 0.89959 -3.44890
H -2.34126 2.21625 -3.89853
H 0.43384 4.67540 -3.23839
H -1.28089 4.50144 -3.47455
N 3.39587 3.03934 -0.55384
C 4.46755 2.12912 -0.93914
N 4.00766 0.88489 -1.28964
O 5.60429 2.54915 -1.08297
H 2.46216 2.80649 -0.88953
H 3.72546 3.98015 -0.56881
H 4.75987 0.29080 -1.56821
H 3.19649 0.42318 -0.90341
N -3.72521 -1.15400 4.09799
C -3.87802 -0.20520 3.05701
N -5.12186 0.51304 3.00173
O -2.93827 0.05723 2.29591
H -4.44265 -1.37312 4.75047
H -2.91005 -1.72819 4.05910
H -5.73168 0.61724 3.77125
H -5.38455 0.93447 2.15280
N 0.13726 0.11607 2.01180
C 0.21436 0.23292 0.58752
N -0.99996 0.38687 -0.10640
O 1.28997 0.16542 -0.03908
H -0.69114 0.09181 2.59741
H 1.04307 0.00236 2.50012
H -1.00983 0.39094 -1.12561
H -1.86409 0.59169 0.35166



No. 4
42
Properties=species:S:1:pos:R:3 method="wB97M-V/def2-TZVPD" orbital_gap_ev=10.00 de_lowest_kcal_mol=90.75 e_homo_ev=-9.7 charge=0 lumo_ha=0.0099
C 2.85853 -0.84829 -2.72039
O 2.66869 -2.13352 -2.07600
H 3.79085 -0.47184 -2.30927
H 2.98843 -0.95109 -3.79389
H 2.04476 -0.17143 -2.45675
H 2.04521 -2.64517 -2.59635
C -2.94298 1.70890 3.55655
O -4.19606 1.02351 3.57525
H -3.12993 2.74831 3.28443
H -2.62990 1.60610 4.60148
H -2.17962 1.23339 2.94384
H -4.55442 1.06276 2.68961
C 3.39827 -1.13302 1.15222
O 3.85486 -2.25657 0.42736
H 4.10103 -0.95489 1.95739
H 3.35953 -0.23417 0.53054
H 2.38812 -1.27583 1.53771
H 3.36391 -2.26358 -0.40629
C 0.13143 -0.25438 -0.06985
O -0.71162 0.19787 0.95507
H 1.02787 0.37919 -0.07118
H 0.56219 -1.22480 0.21015
H -0.32055 -0.19298 -1.04875
H -1.55749 0.38312 0.53360
C 1.46182 0.35069 3.60538
O 1.19434 -0.01606 4.98779
H 2.54059 0.36181 3.46365
H 1.01300 -0.26306 2.82037
H 1.05163 1.35728 3.49751
H 1.58411 -0.86493 5.20270
C -0.43814 0.31025 -4.24447
O -0.41395 -0.02107 -5.65054
H -1.44755 0.53999 -3.89819
H -0.14539 -0.60211 -3.72350
H 0.20199 1.13189 -3.91460
H -0.67472 0.77182 -6.12904
C -3.71245 0.53254 -1.44128
O -3.26714 0.91573 -0.14898
H -3.70657 -0.55147 -1.52926
H -4.68327 0.95582 -1.71074
H -2.94708 0.95628 -2.09340
H -3.97229 0.80301 0.50011



No. 5
49
Properties=species:S:1:pos:R:3 method="wB97M-V/def2-TZVPD" orbital_gap_ev=6.47 e_homo_ev=-17.3 charge=+3 lumo_ha=-0.3978
N -1.25209 1.13195 -3.71399
H -0.67395 1.12436 -2.88586
H -0.87229 1.78670 -4.38268
H -2.16369 1.42115 -3.38925
H -1.23762 0.17583 -4.03912
N -1.71058 -1.73370 -1.76490
H -1.51249 -2.50152 -1.13934
H -1.73363 -2.12103 -2.69738
H -1.01430 -1.00272 -1.73386
H -2.61328 -1.30345 -1.62301
N 2.76454 1.13736 -2.60458
H 3.12888 0.40435 -3.19625
H 3.55995 1.56554 -2.15282
H 2.03637 0.84153 -1.97026
H 2.41101 1.75340 -3.32263
N 1.49841 -2.21673 -2.59105
H 0.73694 -2.36903 -3.23686
H 1.08294 -1.49626 -2.01799
H 2.29442 -1.93756 -3.14651
H 1.73624 -3.01975 -2.02651
C -0.04809 0.83176 -0.41543
O 0.35325 0.20332 -1.60024
H -0.62018 0.25493 0.31127
H 0.80813 1.15088 0.17883
H -0.53932 1.77548 -0.65243
C -1.68567 -1.43179 2.95830
C -2.39898 -2.54719 2.15993
C -3.59997 -3.20218 2.81911
O -4.59214 -3.13194 1.75921
C -4.13309 -2.44062 0.73205
O -4.78806 -2.19999 -0.22698
O -2.90976 -2.01173 0.95952
H -1.19535 -1.94669 3.78448
H -2.29275 -0.57065 3.23758
H -1.04935 -0.99164 2.19053
H -1.60266 -3.19099 1.78644
H -3.86076 -2.70207 3.75183
H -3.37898 -4.25713 2.98144
C 2.85983 2.04888 2.21641
C 3.38168 2.81720 3.41076
O 2.58946 4.02706 3.37181
S 2.20930 4.46507 1.79779
O 3.20756 5.42351 1.22805
O 0.77904 4.80551 1.79840
O 2.53415 2.95168 1.18004
H 2.04107 1.44337 2.60511
H 3.69919 1.50015 1.78923
H 4.42520 3.02739 3.17628
H 3.34149 2.25798 4.34552



No. 6
44
Properties=species:S:1:pos:R:3 method="wB97M-V/def2-TZVPD" orbital_gap_ev=9.57 de_lowest_kcal_mol=108.77 e_homo_ev=-9.4 charge=0 lumo_ha=0.0059
C -0.36113 -1.04523 3.51272
C 0.45696 -1.16752 2.43228
C 1.70527 -0.43845 2.17040
C 1.35744 0.96091 1.61172
C 0.28584 0.95665 0.57925
N 0.77638 0.63929 -0.82273
C -0.23583 0.80113 -1.85320
C -0.43536 -0.43555 -2.89532
H -1.19636 -1.68646 3.59124
H -0.27369 -0.28751 4.26182
H 0.24360 -1.96429 1.62780
H 2.19453 -1.24233 1.76303
H 2.42660 -0.16199 2.96174
H 2.35365 1.33950 1.29594
H 1.03741 1.69066 2.43982
H -0.15165 2.05880 0.33308
H -0.57538 0.40903 0.79449
H 0.79920 -0.42987 -0.82034
H -1.28252 0.93438 -1.46029
H 0.21327 1.75142 -2.41624
H 0.48870 -0.47935 -3.50907
H -0.76221 -1.34772 -2.40667
H -1.27577 -0.03632 -3.60281
O -2.74214 3.14812 -2.09663
H -2.59103 2.40351 -1.47302
H -1.83448 3.52786 -1.86573
O -3.08476 2.09955 0.71235
H -3.87066 1.57206 1.20677
H -2.37114 1.41165 0.68334
O 3.50406 1.31673 -1.21092
H 2.66683 1.72495 -1.25314
H 3.45434 1.42151 -0.20423
O -1.53220 -1.95772 0.48037
H -0.51796 -2.00369 0.13237
H -1.65617 -2.86938 0.81572
O 2.79602 -1.11123 -2.25369
H 2.47451 -0.92250 -3.12328
H 3.27641 -0.28291 -1.99792
O 1.32120 -2.66308 -0.71235
H 0.95012 -3.50328 -1.05878
H 1.90790 -2.30981 -1.39904
O -3.46477 -0.34262 1.50417
H -3.62268 -0.62441 2.42792
H -2.85236 -0.85451 1.09704



No. 7
12
Properties=species:S:1:pos:R:3 method="wB97M-V/def2-TZVPD" orbital_gap_ev=8.25 de_lowest_kcal_mol=36.23 e_homo_ev=-8.3 charge=0 lumo_ha=-0.0012
C -0.32484 1.84179 -2.68289
C -0.02008 2.07184 -1.38587
C 0.19443 1.83556 0.07477
C -0.06955 0.50168 0.22260
O -0.37781 -0.17063 -0.90957
C -0.37912 0.67800 -1.87313
H 0.78241 2.49994 0.63033
H 0.00162 -0.12782 1.08461
N 0.15691 -0.70343 -4.92354
C -0.48017 -0.98562 -4.02100
C -1.46003 -1.39741 -3.22603
N -2.29424 -1.88073 -2.61170



No. 8
57
Properties=species:S:1:pos:R:3 method="wB97M-V/def2-TZVPD" orbital_gap_ev="8.25 / 4.57" multiplicity=7 de_lowest_kcal_mol=0.00 e_homo_ev="-3.6 / -3.6" charge=-2 lumo_ha="0.1697 / 0.0355"
Fe -1.68021 -0.04738 -0.23176
S -3.43754 0.18200 -2.19747
O -4.20409 -0.99200 -2.44912
O -2.00642 -0.05296 -2.09519
O -3.74204 1.34391 -3.02418
O -3.46305 0.51962 -0.82168
S -3.02487 -2.05102 0.90967
O -4.43640 -2.19045 0.51057
O -2.23906 -1.90854 -0.31455
O -2.60467 -0.72166 1.33629
O -2.53177 -3.11271 1.78787
B -1.17096 1.88767 0.48085
H -0.85240 2.87906 0.76351
H -2.22395 1.75931 0.67824
H -0.93843 1.63398 -0.54181
H -0.63919 1.16267 1.07736
B 0.32239 -0.89905 -0.15355
H -0.25831 -0.90671 0.75583
H 0.00028 -0.10921 -0.81434
H 1.35128 -0.71819 0.11643
H 0.27096 -1.82889 -0.69853
C 2.12263 -1.76906 -3.04434
O 2.76053 -1.63194 -1.78818
H 2.81433 -1.83126 -3.88444
H 1.43588 -2.60629 -3.16884
H 1.48836 -0.88934 -3.15343
H 2.07317 -1.35633 -1.17729
C -1.94820 0.93705 4.08716
O -1.93740 -0.45081 3.86414
H -2.92770 1.35500 3.85478
H -1.67196 1.13393 5.12304
H -1.11286 1.34514 3.51814
H -2.14887 -0.53974 2.93195
C -0.98494 1.34154 -4.98324
O -0.34975 0.75786 -3.89824
H -1.87975 0.84056 -5.35264
H -1.35976 2.33645 -4.74287
H -0.34597 1.32652 -5.86618
H -1.04252 0.54883 -3.26739
C 1.59354 -4.16455 0.58077
O 0.28432 -3.69320 0.77698
H 1.64514 -5.24668 0.46061
H 2.10425 -3.68035 -0.25160
H 2.26973 -3.90495 1.39530
H 0.23027 -2.79868 0.43272
C 2.94586 1.93288 0.68543
C 3.21833 2.64272 1.97988
C 1.99363 2.55807 2.89948
O 4.22275 1.91595 2.66897
H 3.71449 1.95271 -0.08716
H 2.06151 2.33080 0.18776
H 2.74353 0.88775 0.91968
H 3.52188 3.67656 1.81516
H 2.18723 3.01335 3.87073
H 1.85486 1.49970 3.12016
H 1.08042 2.84586 2.37859
H 4.85147 1.55450 2.03996



No. 9
49
Properties=species:S:1:pos:R:3 method="wB97M-V/def2-TZVPD" orbital_gap_ev="7.78 / 4.21" multiplicity=2 de_lowest_kcal_mol=65.03 e_homo_ev="-12.9 / -12.9" charge=+1 lumo_ha="-0.1870 / -0.3182"
C -3.97280 0.53161 0.75393
O -4.15479 -0.85047 0.40173
C -2.96082 1.21060 -0.07093
C -1.52675 0.64468 -0.09766
C -0.51731 1.76201 0.23830
C 0.14561 3.20682 -3.13740
C -0.01663 2.26467 -2.03533
C -0.41191 2.78145 -0.81670
H -3.82243 0.47554 1.80993
H -4.98076 0.99015 0.93800
H -3.83908 -1.00396 -0.49736
H -3.41170 1.24445 -1.09656
H -2.99632 2.32306 0.06210
H -1.33739 0.20944 -1.08767
H -1.38335 -0.08454 0.68853
H 0.53292 1.31547 0.38536
H -0.83775 2.24757 1.18777
H -0.10747 4.24222 -2.92962
H -0.68984 2.86836 -3.85469
H 1.14460 3.09654 -3.66629
H 0.10646 1.19628 -2.17669
H -0.79290 3.75071 -0.57423
H 1.43954 -3.53767 -1.70320
H 1.45878 -2.00640 -1.56937
O 1.72109 -2.72356 -2.13601
H 3.60684 -0.84213 -1.77413
H 3.54398 -2.45377 -1.51687
O 3.76872 -1.58762 -1.20716
H -0.19021 -2.90037 3.14101
H -0.12189 -1.47677 2.72584
O -0.11965 -2.39825 2.32636
H 2.39400 -1.79507 0.28941
H 1.27982 -1.95625 1.21211
O 1.95002 -1.27234 1.02712
H 1.18401 -0.02475 2.10781
H 0.22939 1.20155 2.30267
O 0.33602 0.27417 2.45576
H -0.89720 -2.06296 0.00672
H -0.16022 -3.35819 0.35525
O -0.28463 -2.70519 -0.34893
H 2.17853 0.45288 -2.98691
H 2.80794 -0.46450 -3.86120
O 3.06393 0.16325 -3.18450
H 4.34810 -0.58564 1.04036
H 3.60271 -0.12959 2.31488
O 4.47517 -0.28856 1.95001
H -1.39191 -1.21940 4.00663
H -2.41370 -0.01485 4.02864
O -1.97879 -0.71069 4.57314



No. 10
54
Properties=species:S:1:pos:R:3 method="wB97M-V/def2-TZVPD" orbital_gap_ev=8.86 de_lowest_kcal_mol=35.42 e_homo_ev=-8.7 charge=0 lumo_ha=0.0040
C -1.41530 3.07358 -2.67636
C -0.27877 3.36301 -2.03831
C -0.12541 3.53024 -0.59581
C 0.72667 4.39092 -0.05563
C -0.97080 2.66320 0.31187
C -0.30204 1.57172 1.20982
C 1.22618 1.65132 1.33100
N -0.75633 0.25100 0.77262
H -2.44560 3.09694 -2.33418
H -1.38214 3.11247 -3.76145
H 0.54015 3.46381 -2.74629
H 0.84505 4.70448 0.97432
H 1.51789 4.88621 -0.61656
H -1.83054 2.21340 -0.14285
H -1.40205 3.35288 1.04642
H -0.69990 1.61222 2.22675
H 1.56536 1.98865 2.33081
H 1.80721 2.35732 0.74573
H 1.55551 0.62029 1.46327
H -0.30177 -0.56836 1.14569
H -1.00160 0.02186 -0.18703
O 3.11638 1.73832 -2.18943
H 2.49578 1.21165 -1.67419
H 2.57421 2.36904 -2.66665
O -1.50448 0.00467 -2.06330
H -1.92387 0.84572 -1.83819
H -2.07854 -0.33855 -2.74289
O 1.03118 -2.60110 3.68054
H 0.66332 -2.07277 4.38460
H 1.67746 -2.23426 3.07490
O 2.68026 -1.37084 1.02920
H 2.78785 -0.89282 0.18839
H 3.45246 -1.94501 1.05313
O -0.80718 -2.52791 1.89668
H -1.45860 -2.30552 2.57045
H -0.06699 -2.90032 2.39297
O 0.48955 -1.83732 -1.69517
H 0.26414 -2.54528 -1.07723
H -0.05762 -1.79635 -2.47706
O -0.93257 -4.02641 -0.46301
H -1.70568 -3.68329 -0.92058
H -1.07874 -3.79213 0.47095
O -4.30535 0.74084 -0.67640
H -3.71520 0.18557 -0.14544
H -3.84912 1.57626 -0.50274
O 3.15630 -1.22545 -1.64328
H 2.20540 -1.43479 -1.64669
H 3.29878 -0.42993 -2.16630
O -3.61401 -0.68010 3.23587
H -2.71758 -0.52705 2.89859
H -3.68199 0.12323 3.77104
O 2.12870 -4.26666 -0.05576
H 2.65958 -3.51712 -0.33148
H 1.29711 -4.27006 -0.53841